No. 1
{"formula": "C33H78Br9O20P5", "method": "ωB97M-V/def2-TZVPD", "homo_lumo_gap_ev": 9.187, "multiplicity": 1, "de_lowest_kj_mol": 305.64, "symbols": ["C", "Br", "Br", "Br", "H", "C", "Br", "Br", "Br", "H", "C", "Br", "Br", "Br", "H", "C", "C", "O", "P", "O", "O", "C", "C", "O", "C", "C", "H", "H", "H", "H", "H", "H", "H", "H", "H", "H", "H", "H", "H", "H", "H", "C", "C", "O", "P", "O", "O", "C", "C", "O", "C", "C", "H", "H", "H", "H", "H", "H", "H", "H", "H", "H", "H", "H", "H", "H", "H", "C", "C", "O", "P", "O", "O", "C", "C", "O", "C", "C", "H", "H", "H", "H", "H", "H", "H", "H", "H", "H", "H", "H", "H", "H", "H", "C", "C", "O", "P", "O", "O", "C", "C", "O", "C", "C", "H", "H", "H", "H", "H", "H", "H", "H", "H", "H", "H", "H", "H", "H", "H", "C", "C", "O", "P", "O", "O", "C", "C", "O", "C", "C", "H", "H", "H", "H", "H", "H", "H", "H", "H", "H", "H", "H", "H", "H", "H"], "coordinates": [[1.223, 8.402, -0.598], [-0.405, 9.464, -0.860], [0.804, 6.751, 0.371], [2.604, 9.471, 0.320], [1.558, 8.083, -1.575], [-4.814, 6.776, 0.990], [-6.363, 7.737, 1.748], [-3.044, 7.459, 1.582], [-4.841, 6.623, -0.964], [-4.821, 5.779, 1.406], [-0.940, 5.712, 7.068], [-1.746, 4.361, 5.789], [0.507, 6.535, 6.104], [-0.270, 4.883, 8.690], [-1.730, 6.420, 7.272], [1.043, -2.195, 0.494], [2.346, -1.674, 1.080], [3.082, -2.716, 1.753], [3.464, -4.203, 1.210], [2.922, -4.436, -0.147], [2.925, -5.098, 2.412], [2.416, -6.434, 2.228], [2.993, -7.271, 1.097], [5.033, -4.166, 1.404], [5.830, -4.031, 0.218], [6.291, -5.381, -0.283], [0.569, -1.428, -0.123], [1.014, -3.179, 0.043], [0.266, -2.227, 1.271], [3.003, -1.279, 0.301], [2.236, -0.893, 1.828], [2.405, -6.794, 3.253], [1.369, -6.299, 1.925], [4.078, -7.268, 1.276], [2.712, -8.321, 1.071], [2.878, -6.824, 0.113], [5.230, -3.546, -0.557], [6.702, -3.387, 0.327], [6.919, -5.790, 0.519], [5.534, -6.104, -0.575], [7.055, -5.322, -1.063], [1.025, 3.027, 3.669], [0.938, 3.940, 2.451], [-0.016, 3.455, 1.507], [0.363, 2.366, 0.385], [1.677, 2.636, -0.250], [-0.904, 2.565, -0.597], [-1.229, 3.900, -0.987], [-2.612, 4.196, -0.408], [0.239, 0.948, 1.069], [-1.070, 0.491, 1.478], [-1.009, -0.186, 2.832], [1.552, 2.099, 3.439], [1.782, 3.552, 4.266], [0.112, 2.879, 4.234], [0.624, 4.931, 2.788], [1.941, 4.101, 2.050], [-0.548, 4.716, -0.740], [-1.269, 3.879, -2.080], [-2.898, 5.241, -0.551], [-3.300, 3.576, -0.981], [-2.614, 4.079, 0.675], [-1.713, 1.376, 1.531], [-1.603, -0.077, 0.714], [-1.013, 0.540, 3.647], [-1.913, -0.784, 2.967], [-0.159, -0.837, 3.032], [2.314, -1.939, -2.811], [0.800, -2.115, -2.903], [0.305, -1.968, -4.226], [-0.380, -0.562, -4.534], [-1.534, -0.339, -3.638], [0.890, 0.417, -4.422], [0.946, 1.582, -3.582], [2.013, 2.461, -4.176], [-0.617, -0.684, -6.101], [-1.167, 0.433, -6.844], [-0.066, 1.340, -7.347], [2.719, -2.610, -3.573], [2.646, -0.930, -3.041], [2.648, -2.267, -1.828], [0.467, -3.057, -2.465], [0.298, -1.369, -2.277], [0.002, 2.076, -3.352], [1.364, 1.315, -2.603], [2.938, 1.947, -4.429], [1.618, 2.998, -5.043], [2.322, 3.244, -3.478], [-1.770, -0.078, -7.605], [-2.012, 0.836, -6.275], [0.187, 2.036, -6.550], [0.806, 0.846, -7.763], [-0.516, 1.935, -8.148], [0.756, 6.438, -5.219], [0.451, 5.378, -6.314], [-0.348, 4.351, -5.797], [-1.905, 4.497, -5.346], [-2.162, 5.622, -4.450], [-2.624, 4.560, -6.776], [-3.058, 3.402, -7.463], [-1.887, 2.764, -8.215], [-2.068, 3.012, -4.730], [-3.192, 2.721, -3.860], [-3.478, 1.244, -3.784], [0.923, 5.936, -4.266], [1.574, 7.116, -5.459], [-0.136, 7.047, -5.082], [-0.062, 5.884, -7.142], [1.376, 4.962, -6.714], [-3.454, 2.668, -6.758], [-3.790, 3.641, -8.235], [-1.065, 2.473, -7.558], [-2.117, 1.922, -8.867], [-1.400, 3.543, -8.811], [-3.107, 3.237, -2.904], [-4.089, 3.196, -4.273], [-4.351, 0.974, -3.195], [-3.587, 0.846, -4.795], [-2.619, 0.717, -3.360], [-3.740, -6.676, 5.126], [-2.614, -7.313, 5.906], [-1.344, -6.692, 5.682], [-0.280, -6.328, 6.830], [0.765, -7.344, 6.951], [0.280, -4.849, 6.439], [1.101, -4.756, 5.231], [0.160, -4.141, 4.191], [-1.196, -5.955, 8.086], [-0.623, -6.064, 9.392], [-0.948, -7.397, 10.108], [-4.689, -6.612, 5.650], [-3.406, -5.643, 4.970], [-3.861, -7.045, 4.108], [-2.844, -7.321, 6.972], [-2.475, -8.354, 5.605], [1.921, -4.116, 5.549], [1.513, -5.754, 5.072], [0.643, -4.034, 3.215], [-0.800, -4.581, 3.917], [-0.137, -3.153, 4.550], [0.460, -5.978, 9.492], [-1.012, -5.225, 9.966], [-1.152, -8.230, 9.434], [-0.072, -7.620, 10.712], [-1.873, -7.317, 10.679]], "lowdin_charge": [-1.523, 0.536, 0.633, 0.542, -0.033, -1.511, 0.552, 0.522, 0.622, -0.039, -1.527, 0.510, 0.557, 0.566, -0.023, -0.080, -0.218, -0.196, 0.436, -0.239, -0.184, -0.242, -0.077, -0.158, -0.269, -0.077, 0.061, 0.065, 0.061, 0.113, 0.110, 0.114, 0.117, 0.077, 0.082, 0.062, 0.105, 0.122, 0.082, 0.070, 0.078, -0.084, -0.297, -0.208, 0.431, -0.237, -0.183, -0.267, -0.100, -0.177, -0.251, -0.061, 0.076, 0.080, 0.011, 0.083, 0.114, 0.040, 0.100, -0.042, 0.066, 0.078, 0.106, 0.124, 0.070, 0.085, 0.063, -0.044, -0.282, -0.163, 0.472, -0.232, -0.171, -0.247, -0.059, -0.156, -0.209, -0.095, 0.086, 0.070, 0.047, 0.124, 0.085, 0.105, 0.101, 0.085, 0.049, 0.084, 0.132, 0.097, 0.081, 0.114, 0.009, -0.068, -0.268, -0.226, 0.465, -0.212, -0.156, -0.228, -0.111, -0.195, -0.248, -0.074, 0.072, 0.073, 0.061, 0.118, 0.115, 0.104, 0.121, -0.042, 0.111, 0.115, 0.079, 0.116, 0.088, 0.072, 0.007, -0.065, -0.268, -0.186, 0.425, -0.225, -0.208, -0.213, -0.060, -0.183, -0.262, -0.064, 0.076, 0.079, 0.075, 0.107, 0.120, 0.125, 0.090, 0.053, 0.073, 0.072, 0.112, 0.116, 0.075, 0.074, 0.068]}



No. 2
{"formula": "C33H78F2N7O7S2", "method": "ωB97M-V/def2-TZVPD", "homo_lumo_gap_ev": 9.432, "total_charge": 5, "multiplicity": 1, "symbols": ["C", "C", "O", "N", "H", "H", "C", "H", "H", "H", "H", "H", "H", "C", "C", "O", "N", "H", "H", "C", "H", "H", "H", "H", "H", "H", "C", "C", "O", "N", "H", "H", "C", "H", "H", "H", "H", "H", "H", "C", "C", "C", "N", "C", "C", "C", "C", "C", "H", "H", "H", "H", "H", "H", "H", "H", "H", "H", "H", "H", "H", "H", "H", "H", "H", "H", "C", "C", "C", "N", "C", "C", "C", "C", "C", "H", "H", "H", "H", "H", "H", "H", "H", "H", "H", "H", "H", "H", "H", "H", "H", "H", "H", "C", "C", "C", "N", "C", "C", "C", "C", "C", "H", "H", "H", "H", "H", "H", "H", "H", "H", "H", "H", "H", "H", "H", "H", "H", "H", "H", "N", "S", "O", "O", "F", "S", "O", "O", "F"], "coordinates": [[-3.475, 3.151, 2.256], [-3.992, 4.557, 2.259], [-3.496, 5.469, 2.818], [-5.328, 4.743, 1.577], [-5.246, 4.276, 0.673], [-6.005, 4.278, 2.189], [-5.703, 6.213, 1.408], [-3.341, 2.857, 1.212], [-4.116, 2.467, 2.819], [-2.540, 3.059, 2.803], [-4.834, 6.864, 1.339], [-6.106, 6.538, 2.366], [-6.368, 6.293, 0.557], [-0.023, 4.145, 0.967], [1.404, 3.748, 0.833], [2.244, 4.347, 0.276], [1.803, 2.615, 1.737], [1.395, 2.662, 2.677], [1.322, 1.727, 1.419], [3.291, 2.385, 1.768], [-0.071, 4.958, 1.695], [-0.741, 3.357, 1.212], [-0.536, 4.466, 0.057], [3.735, 3.239, 2.274], [3.814, 2.397, 0.811], [3.457, 1.394, 2.179], [0.587, -5.856, -2.387], [-0.341, -5.256, -1.397], [-0.861, -4.198, -1.547], [-0.697, -6.086, -0.158], [-1.717, -6.140, -0.221], [-0.278, -7.016, -0.210], [-0.417, -5.420, 1.179], [0.914, -6.875, -2.151], [1.562, -5.367, -2.456], [0.139, -5.851, -3.378], [-0.484, -6.215, 1.918], [-1.088, -4.582, 1.327], [0.603, -5.042, 1.221], [2.587, 7.191, -7.374], [2.683, 5.829, -6.663], [1.338, 5.443, -5.998], [1.260, 4.037, -5.455], [1.819, 3.023, -6.376], [1.925, 3.978, -4.084], [1.267, 2.788, -3.348], [-0.126, 2.595, -4.017], [-0.184, 3.707, -5.087], [2.200, 7.987, -6.738], [1.952, 7.119, -8.261], [3.570, 7.504, -7.720], [3.393, 6.057, -5.860], [3.169, 5.168, -7.375], [0.721, 5.438, -6.903], [0.990, 6.223, -5.329], [1.819, 2.053, -5.873], [2.829, 3.287, -6.665], [1.204, 2.783, -7.244], [3.003, 3.906, -4.196], [1.671, 4.804, -3.422], [1.714, 1.830, -3.597], [1.132, 3.108, -2.321], [-0.188, 1.565, -4.366], [-0.946, 2.592, -3.296], [-0.604, 3.259, -5.986], [-0.592, 4.673, -4.811], [-3.739, -3.592, 3.744], [-3.966, -2.701, 2.504], [-4.860, -3.539, 1.559], [-4.961, -2.952, 0.134], [-6.163, -3.682, -0.467], [-3.812, -3.239, -0.807], [-4.045, -2.276, -1.986], [-4.776, -1.081, -1.389], [-5.286, -1.490, 0.020], [-3.263, -4.549, 3.523], [-4.638, -3.765, 4.328], [-2.987, -3.024, 4.297], [-3.076, -2.437, 1.927], [-4.547, -1.845, 2.841], [-5.881, -3.351, 1.892], [-4.651, -4.602, 1.511], [-6.088, -4.723, -0.139], [-6.176, -3.703, -1.549], [-7.051, -3.372, 0.080], [-3.729, -4.294, -1.068], [-2.946, -3.069, -0.162], [-4.576, -2.809, -2.772], [-3.099, -1.969, -2.431], [-5.653, -0.825, -1.980], [-4.098, -0.236, -1.314], [-6.353, -1.324, 0.115], [-4.706, -0.921, 0.743], [4.993, -2.588, 0.226], [4.271, -2.213, 1.539], [4.675, -3.171, 2.638], [4.360, -2.660, 4.059], [3.032, -1.962, 4.165], [5.452, -1.656, 4.440], [5.600, -1.718, 5.935], [5.441, -3.224, 6.236], [4.515, -3.763, 5.123], [4.865, -1.816, -0.533], [4.558, -3.474, -0.236], [6.054, -2.732, 0.418], [3.206, -2.190, 1.299], [4.498, -1.178, 1.809], [5.698, -3.513, 2.772], [4.068, -4.083, 2.627], [3.091, -1.024, 3.625], [2.847, -1.789, 5.222], [2.259, -2.623, 3.780], [5.260, -0.716, 3.929], [6.395, -2.050, 4.055], [4.729, -1.245, 6.403], [6.471, -1.194, 6.316], [5.013, -3.216, 7.233], [6.408, -3.707, 6.121], [3.541, -4.099, 5.473], [4.946, -4.599, 4.576], [0.523, 0.461, 0.560], [0.825, -0.285, -0.776], [-0.151, -0.128, -1.829], [1.565, -1.514, -0.664], [2.017, 0.739, -1.156], [-0.709, -0.474, 1.171], [-0.231, -1.673, 1.765], [-1.987, -0.293, 0.554], [-1.043, 0.492, 2.418]], "lowdin_charge": [0.018, -0.405, 0.212, 0.101, 0.179, 0.196, 0.052, 0.096, 0.111, 0.090, 0.109, 0.121, 0.114, 0.031, -0.413, 0.210, 0.074, 0.190, 0.087, 0.026, 0.123, 0.061, 0.105, 0.117, 0.111, 0.086, 0.045, -0.375, 0.176, 0.111, 0.180, 0.183, 0.046, 0.101, 0.119, 0.122, 0.115, 0.085, 0.107, -0.085, -0.230, -0.118, -0.265, 0.032, -0.075, -0.151, -0.140, -0.066, 0.084, 0.087, 0.091, 0.113, 0.110, 0.144, 0.143, 0.112, 0.106, 0.129, 0.144, 0.137, 0.104, 0.092, 0.109, 0.108, 0.137, 0.136, -0.074, -0.214, -0.100, -0.254, 0.034, -0.110, -0.124, -0.120, -0.084, 0.072, 0.096, 0.081, 0.078, 0.115, 0.139, 0.135, 0.112, 0.117, 0.118, 0.128, 0.103, 0.121, 0.122, 0.125, 0.104, 0.135, 0.109, -0.067, -0.230, -0.105, -0.260, 0.022, -0.115, -0.142, -0.102, -0.063, 0.079, 0.080, 0.087, 0.090, 0.097, 0.140, 0.135, 0.084, 0.113, 0.107, 0.126, 0.145, 0.114, 0.139, 0.128, 0.130, 0.134, 0.127, -0.315, 0.476, -0.257, -0.267, -0.197, 0.529, -0.255, -0.273, -0.207]}



In order of appearance, LUMO level = -0.45, -10.36 eV.